A structure of composition C11H19F6N5O6S2, computed with ωB97M-V/def2-TZVPD.

Computed properties:
E_LUMO   -0.04539 hartree
HOMO level   -8.3 eV

```
49
Properties=species:S:1:pos:R:3:mulliken_charge:R:1
S 4.803 -0.475 -4.026 1.017
S 2.163 -0.642 -3.403 0.907
F 6.074 -2.592 -3.101 -0.237
F 1.662 -2.877 -2.076 -0.247
F 5.601 -2.694 -5.204 -0.236
F 7.189 -1.405 -4.517 -0.216
F -0.094 -1.852 -2.809 -0.209
F 1.163 -2.967 -4.168 -0.243
O -2.039 -2.287 0.149 -0.565
O 5.313 0.288 -2.924 -0.648
O -0.818 3.204 5.320 -0.523
O 2.074 0.071 -2.151 -0.618
O 4.773 0.171 -5.305 -0.645
O 1.522 -0.020 -4.525 -0.664
N 3.528 -1.366 -3.690 -0.252
N -1.654 2.061 1.017 -0.427
N -3.731 2.248 2.080 -0.224
N -3.277 -2.437 -1.822 -0.586
N -2.515 0.222 2.040 -0.188
C -2.385 -0.244 -1.055 -1.014
C -0.824 1.038 4.314 -0.596
C -0.792 0.872 0.710 -0.176
C 1.183 -2.174 -3.104 0.673
C -2.687 1.519 1.751 -0.219
C 5.980 -1.874 -4.223 0.668
C -1.064 -0.028 1.917 0.219
C -0.202 0.196 3.178 -1.202
C -2.516 -1.725 -0.815 0.364
C -1.009 0.314 -0.681 -1.103
C -0.022 2.312 4.552 -0.709
H 0.736 0.645 2.855 0.463
H 0.048 -0.780 3.580 0.449
H -0.818 1.146 -1.357 0.467
H -2.624 -3.115 -2.212 0.338
H -2.970 -0.083 2.890 0.401
H 0.863 2.027 5.125 0.344
H -0.809 -1.027 1.577 0.640
H -2.528 -0.097 -2.122 0.406
H -0.445 4.083 5.236 0.326
H -4.554 1.866 2.510 0.255
H 0.268 1.121 0.755 0.828
H 0.319 2.753 3.612 0.328
H -3.223 0.262 -0.575 0.453
H -3.713 3.242 1.936 0.265
H -0.815 0.467 5.237 0.434
H -1.130 2.737 1.564 0.430
H -3.923 -3.016 -1.290 0.358
H -0.221 -0.403 -0.891 0.368
H -1.861 1.317 4.139 0.349
```